Entry from the Open Molecules 2025 dataset: a molecular structure, C5H9F at a distorted geometry (ωB97M-V/def2-TZVPD).

**Max |F|**: 8.19 eV/A
**Total charge**: 0
**HOMO energy**: -9.2 eV
**Relative energy (zero: lowest compared OMol25 entry of this formula, charge and spin)**: 384.1 kJ/mol
**E_LUMO**: 0.988 eV
**HOMO-LUMO gap**: 10.149 eV
**2S+1**: 1

```
15
Properties=species:S:1:pos:R:3:forces:R:3:nbo_charge:R:1
C -0.7198 0.8299 1.6769 0.408 -2.898 -2.127 -0.64
C 0.6080 0.5723 0.7289 -1.276 2.222 5.194 -0.39
C 0.5925 -0.6740 0.0457 2.762 -4.037 1.050 -0.48
C -0.4396 -0.7274 -0.8860 -0.420 1.280 -8.081 -0.21
C -0.2332 -0.4126 -2.2682 2.181 -1.945 5.728 0.21
H -1.0307 1.9938 1.7744 0.744 -3.222 0.328 0.25
H -0.2864 0.0844 2.5910 -2.274 2.679 -1.777 0.23
H -1.6641 0.0894 0.9424 2.566 2.844 3.040 0.18
H 1.4875 0.6417 1.3897 -0.261 -0.291 0.168 0.20
H 0.8415 1.3248 0.0740 -0.218 2.111 -1.959 0.20
H 1.4901 -0.5939 -0.5616 0.618 -1.053 0.345 0.25
H 0.5626 -1.6273 0.7435 0.374 1.836 -1.165 0.21
H -1.3981 -0.9002 -0.5661 -2.384 -0.144 0.279 0.20
H -0.9354 -0.1584 -3.0011 -0.654 0.007 -1.101 0.18
F 1.1250 -0.4424 -2.6835 -2.165 0.612 0.078 -0.37
```
Positions in Å, forces in eV/Å.



Entry from the Open Molecules 2025 dataset: C24H29F2N4O3PS in the gas phase at a distorted geometry (ωB97M-V/def2-TZVPD).

**Max |F|**: 1.66 eV/A
**Total charge**: 0
**HOMO energy**: -7.9 eV
**Relative energy (zero: lowest compared OMol25 entry of this formula, charge and spin)**: 17.3 kJ/mol
**E_LUMO**: 0.650 eV
**HOMO-LUMO gap**: 8.510 eV
**2S+1**: 1

```
64
Properties=species:S:1:pos:R:3:forces:R:3:nbo_charge:R:1
C -0.9318 1.5288 3.9783 -0.056 0.069 -0.244 -0.61
H -1.9589 1.3629 4.2930 -0.120 -0.024 0.111 0.21
H -0.4660 2.2293 4.6669 0.036 0.064 0.098 0.20
H -0.3973 0.5836 4.0323 0.038 -0.089 0.011 0.21
C -0.9078 2.0725 2.5506 -0.066 -0.263 0.367 -0.21
N 0.4420 2.3145 2.0852 0.304 -0.293 -0.798 -0.82
P 1.1804 1.3452 0.9464 -1.568 0.021 0.550 2.26
O 2.6042 1.6609 0.7973 0.722 0.026 -0.179 -1.10
N 1.0790 -0.2441 1.5567 0.706 0.655 -0.168 -0.98
C 0.0331 -1.1008 1.8292 -0.432 -0.351 -0.021 0.28
C 0.1672 -2.0403 2.8557 0.069 0.083 -0.021 -0.28
C -0.8576 -2.9143 3.1507 0.067 0.129 -0.100 -0.18
C -2.0276 -2.8656 2.4102 -0.631 -0.535 0.168 -0.23
C -2.1728 -1.9540 1.3772 0.120 -0.004 0.119 -0.16
C -1.1474 -1.0790 1.0851 0.014 0.066 -0.079 -0.31
H -1.2518 -0.3863 0.2653 -0.033 0.039 -0.078 0.23
H -3.0835 -1.9381 0.7990 -0.072 -0.012 -0.062 0.23
S -3.3549 -4.0070 2.7775 0.314 -0.130 -0.231 0.19
C -2.7384 -5.4321 1.8249 -0.673 0.187 0.430 0.43
F -1.5322 -5.8400 2.2640 0.401 -0.179 0.175 -0.34
F -2.5870 -5.1291 0.5227 0.017 0.078 -0.449 -0.34
H -3.4546 -6.2587 1.9228 0.124 0.182 0.001 0.15
H -0.7512 -3.6340 3.9474 -0.001 -0.052 0.055 0.23
H 1.0845 -2.0772 3.4265 0.102 0.029 0.060 0.21
H 1.9121 -0.4096 2.1116 -0.079 -0.042 -0.041 0.41
C 0.2323 1.3593 -0.5993 0.552 0.007 0.859 -0.58
C -0.8154 2.2398 -0.8284 0.095 -0.100 -0.042 -0.14
C -1.5031 2.2440 -2.0214 -0.205 0.199 -0.040 -0.31
C -1.1578 1.3518 -3.0523 0.079 0.000 0.282 0.23
N -1.8515 1.3200 -4.2252 -0.056 -0.006 -0.125 -0.40
C -2.8192 2.3449 -4.5302 -0.091 0.114 0.151 -0.40
H -3.1401 2.2445 -5.5640 0.017 -0.015 0.031 0.21
H -2.3909 3.3436 -4.4040 -0.055 0.021 -0.006 0.20
H -3.7028 2.2603 -3.8891 -0.022 0.087 -0.027 0.19
C -1.5195 0.3583 -5.2486 0.153 -0.114 -0.030 -0.40
H -0.5627 0.5879 -5.7300 0.013 -0.074 -0.035 0.19
H -1.4614 -0.6451 -4.8243 0.026 -0.028 -0.060 0.21
H -2.2979 0.3582 -6.0085 0.019 0.004 0.032 0.21
C -0.0740 0.4875 -2.8336 0.049 -0.194 -0.217 -0.35
C 0.6135 0.4909 -1.6340 -0.325 0.070 -0.198 0.31
N 1.6953 -0.3471 -1.3946 0.160 0.192 0.134 -0.63
C 2.1260 -1.4203 -2.1138 -0.060 0.094 0.141 0.65
O 1.6455 -1.8151 -3.1593 0.104 -0.054 0.017 -0.60
C 3.2669 -2.0975 -1.4756 0.457 -1.014 -0.705 0.15
C 4.0123 -3.1603 -1.9197 -0.614 0.701 0.101 -0.24
C 4.9731 -3.4134 -0.9184 -0.006 0.323 0.474 -0.32
C 4.7427 -2.4932 0.0606 0.533 -0.626 -0.156 0.12
O 3.7178 -1.6964 -0.2623 -0.313 0.387 0.074 -0.39
H 5.2277 -2.3118 0.9999 -0.012 0.113 0.131 0.21
H 5.7281 -4.1721 -0.9240 0.176 -0.127 0.069 0.23
H 3.8761 -3.6786 -2.8459 -0.096 -0.059 -0.214 0.24
H 2.2251 -0.1108 -0.5629 0.204 -0.232 -0.234 0.44
H 0.2572 -0.1930 -3.5959 -0.005 -0.031 -0.062 0.26
H -2.3165 2.9391 -2.1446 -0.094 0.060 -0.039 0.22
H -1.1025 2.9322 -0.0514 -0.047 0.078 0.082 0.22
C 1.0757 3.5671 2.4437 0.235 0.384 -0.121 -0.21
C 0.6453 4.7296 1.5546 0.062 -0.173 0.176 -0.62
H 0.8989 4.5078 0.5199 0.015 0.054 -0.107 0.21
H 1.1621 5.6375 1.8548 0.021 0.154 -0.010 0.21
H -0.4265 4.9058 1.6253 -0.114 0.057 -0.033 0.20
H 0.8540 3.7888 3.4917 0.058 -0.068 -0.007 0.19
H 2.1523 3.4211 2.3390 -0.063 0.085 0.173 0.23
H -1.4870 3.0018 2.5084 -0.018 -0.060 -0.144 0.19
H -1.3803 1.3455 1.8870 -0.136 0.136 0.011 0.21
```
Positions in Å, forces in eV/Å.



Entry from the Open Molecules 2025 dataset: C5H7N3O4 in the gas phase at a distorted geometry (ωB97M-V/def2-TZVPD).

**Max |F|**: 3.20 eV/A
**Total charge**: 0
**HOMO energy (spin up / spin down)**: -7.7 / -8.2 eV
**Relative energy (zero: lowest compared OMol25 entry of this formula, charge and spin)**: 683.9 kJ/mol
**E_LUMO (spin up / spin down)**: 0.108 / 0.226 eV
**HOMO-LUMO gap (spin up / spin down)**: 7.759 / 8.416 eV
**2S+1**: 1

```
19
Properties=species:S:1:pos:R:3:forces:R:3:nbo_charge:R:1
C -1.6325 -0.2054 -0.2789 -0.779 0.338 0.098 0.63
C -3.7573 0.4374 0.0457 0.676 0.118 -1.747 0.85
C 0.7090 -0.7737 -0.0588 -1.768 -1.295 -0.170 0.64
C 0.7405 -2.2619 0.0665 -0.512 1.094 -1.763 -0.69
C 3.1287 1.8621 0.3330 2.323 -1.626 -1.147 -0.48
N -2.2317 -1.1531 0.3058 1.933 -1.928 0.352 -0.22
N -2.5223 0.8105 -0.5663 -0.079 1.012 0.491 -0.64
N 1.9106 1.1783 -0.2096 -0.839 3.029 -0.434 -0.31
O -4.8450 0.9099 0.0330 -0.042 1.031 0.170 -0.56
O -0.3740 -0.2155 -0.6947 0.535 1.252 -0.476 -0.47
O -3.5114 -0.7876 0.4839 -1.449 -0.980 1.248 -0.31
O 1.7562 -0.1147 0.0130 2.676 0.208 1.742 -0.21
H 0.8532 -2.5736 -0.9871 0.071 -0.386 0.233 0.23
H 1.6191 -2.5607 0.5976 0.068 -0.445 0.660 0.24
H -0.2602 -2.5933 0.3490 0.459 -0.281 0.584 0.26
H 3.0462 2.9666 0.2866 -0.967 -0.794 0.360 0.22
H 3.5923 1.5341 1.3089 -1.109 0.230 -0.609 0.19
H 4.0365 1.7557 -0.3757 -1.175 -0.307 0.644 0.18
H -2.2577 1.7850 -0.6517 -0.022 -0.269 -0.236 0.44
```
Positions in Å, forces in eV/Å.